The following is a DFT calculation (ωB97M-V/def2-TZVPD) of a 2-piece molecular cluster, C11H14N2O overall.

As for the HOMO energy: -8.17 eV.

Geometry as XYZ:
```
28
C11H14N2O | the Open Molecules 2025 dataset | ωB97M-V/def2-TZVPD
C -1.37 0.26 -3.28
C -0.56 -0.16 -2.11
C 0.76 -0.04 -1.85
N 1.11 -0.68 -0.66
C -0.01 -1.43 -0.22
C -0.17 -2.34 0.84
C -1.41 -2.94 1.01
C -2.40 -2.70 0.05
C -2.20 -1.85 -1.00
C -1.03 -1.14 -1.18
H -1.74 -0.56 -3.91
H -0.90 0.97 -3.92
H -2.29 0.74 -2.89
H 1.46 0.43 -2.49
H 2.04 -0.81 -0.30
H 0.60 -2.41 1.62
H -1.65 -3.46 1.93
H -3.36 -3.22 -0.02
H -3.00 -1.72 -1.74
C 1.76 2.77 3.32
C 2.11 2.96 1.85
N 1.71 1.93 1.00
O 2.67 3.96 1.47
H 0.95 3.45 3.58
H 2.65 2.98 3.87
H 1.46 1.74 3.54
H 1.70 1.95 0.00
H 1.11 1.30 1.49
```

=====

The following is a DFT calculation (ωB97M-V/def2-TZVPD) of a 2-piece molecular cluster, C3H7ClO2 overall.

As for the HOMO energy: -7.71 eV.

Geometry as XYZ:
```
13
C3H7ClO2 | the Open Molecules 2025 dataset | ωB97M-V/def2-TZVPD
C -1.46 0.83 -0.27
C -0.81 0.11 0.88
C 1.25 -0.42 -0.04
O 1.95 -1.15 0.84
O 1.06 -0.90 -1.29
Cl 1.86 1.29 0.02
H -2.31 1.20 0.14
H -1.61 0.18 -1.05
H -0.81 1.64 -0.62
H -0.89 -0.94 0.91
H -0.65 0.63 1.88
H 2.19 -1.97 0.41
H 0.22 -0.50 -1.81
```

=====

The following is a DFT calculation (ωB97M-V/def2-TZVPD) of C3H6FeO4 as an isolated structure.

The spin multiplicity is 7. As for the HOMO energy (spin up / spin down): -18.19 / -20.32 eV. As for the net charge: +2.

Geometry as XYZ:
```
14
C3H6FeO4 | the Open Molecules 2025 dataset | ωB97M-V/def2-TZVPD
O -0.46 0.90 -0.39
C -0.08 0.24 0.78
C -0.12 0.06 -1.52
O -1.06 0.56 1.69
O 0.05 -1.08 0.51
C 0.48 -1.19 -0.85
Fe -2.37 1.60 0.46
H 0.58 0.59 -2.16
H -1.05 -0.16 -2.06
H 1.58 -1.19 -0.90
H 0.10 -2.12 -1.26
O 1.12 0.81 1.44
H -0.48 0.88 2.52
H 1.69 0.09 1.73
```

=====

The following is a DFT calculation (ωB97M-V/def2-TZVPD) of C30H70 as an isolated structure.

As for the HOMO energy: -7.04 eV.

Geometry as XYZ:
```
100
C30H70 | the Open Molecules 2025 dataset | ωB97M-V/def2-TZVPD
C -1.68 4.13 -2.43
C -0.57 3.72 -3.45
C 0.24 4.98 -3.99
C 1.20 4.58 -5.00
C 2.36 5.63 -5.40
C 3.31 5.27 -6.46
H -2.32 4.63 -3.07
H -1.25 4.69 -1.53
H -2.13 3.28 -2.08
H -1.07 3.35 -4.25
H 0.07 2.92 -3.09
H 0.56 5.66 -3.05
H -0.37 5.62 -4.42
H 0.76 4.21 -6.00
H 1.53 3.78 -4.85
H 2.85 5.61 -4.62
H 1.75 6.55 -5.55
H 2.73 4.79 -7.38
H 4.00 4.58 -6.12
H 3.79 6.22 -6.90
C 3.05 0.77 -4.02
C 2.29 0.15 -2.76
C 3.20 -0.06 -1.68
C 2.60 -0.51 -0.42
C 3.63 -0.63 0.74
C 2.94 -0.77 2.20
H 2.36 1.28 -4.72
H 3.53 -0.21 -4.51
H 3.73 1.55 -3.72
H 1.91 -0.80 -3.30
H 1.56 0.80 -2.47
H 3.96 0.97 -1.48
H 3.96 -0.83 -2.13
H 2.13 -1.54 -0.62
H 1.95 0.22 0.01
H 4.29 0.17 0.83
H 4.25 -1.57 0.74
H 2.23 0.15 2.39
H 3.58 -1.20 2.99
H 2.25 -1.63 2.08
C -2.37 -0.02 -2.29
C -1.51 -0.16 -1.05
C -1.19 1.08 -0.27
C -0.63 0.81 1.17
C -0.26 2.17 1.80
C -0.15 1.96 3.29
H -2.57 -0.90 -3.00
H -1.79 0.67 -2.99
H -3.32 0.44 -2.07
H -0.62 -0.54 -1.46
H -2.02 -0.81 -0.26
H -2.16 1.56 -0.21
H -0.51 1.66 -0.83
H 0.38 0.14 1.20
H -1.18 0.42 1.87
H -1.08 2.90 1.65
H 0.74 2.51 1.62
H 0.82 1.54 3.67
H -1.18 1.39 3.61
H -0.14 2.86 3.66
C -3.42 -2.32 -1.19
C -2.65 -1.99 0.12
C -1.33 -2.66 0.20
C -1.24 -4.14 0.50
C 0.19 -4.52 0.74
C 0.53 -5.95 1.17
H -3.04 -1.82 -2.00
H -4.48 -2.24 -0.97
H -3.24 -3.20 -1.50
H -3.25 -2.12 0.82
H -2.52 -1.00 0.26
H -0.81 -2.01 1.04
H -0.91 -2.52 -0.70
H -1.73 -4.67 -0.19
H -1.90 -4.14 1.38
H 0.72 -3.88 1.57
H 0.52 -4.36 -0.28
H -0.13 -6.63 0.62
H -0.10 -6.06 2.16
H 1.54 -6.34 1.21
C -2.01 -0.27 7.62
C -2.12 -0.56 6.10
C -1.51 -1.89 5.56
C -1.12 -1.90 4.01
C -0.82 -3.27 3.52
C -0.68 -3.37 1.96
H -2.56 0.59 8.14
H -1.02 -0.04 7.84
H -2.41 -1.05 8.10
H -1.66 0.26 5.74
H -3.03 -0.46 5.72
H -2.13 -2.75 5.85
H -0.46 -2.04 6.02
H -0.69 -1.04 3.61
H -2.09 -1.66 3.47
H -1.48 -4.07 4.00
H 0.21 -3.68 3.70
H 0.33 -2.93 1.41
H -1.49 -3.10 1.31
H -0.45 -4.39 1.73
```

=====

The following is a DFT calculation (ωB97M-V/def2-TZVPD) of a 2-piece molecular cluster, C4H6O2 overall.

As for the HOMO energy: -10.44 eV.

Geometry as XYZ:
```
12
C4H6O2 | the Open Molecules 2025 dataset | ωB97M-V/def2-TZVPD
C -0.08 2.39 0.89
C 0.20 0.87 0.65
O 0.70 0.08 1.42
O -0.23 0.44 -0.65
H 0.00 2.55 1.97
H 0.54 3.25 0.41
H -1.12 2.59 0.83
H -0.01 -0.58 -0.58
C -0.04 -2.25 -0.74
C -0.54 -2.22 -1.84
H 0.55 -2.40 0.19
H -0.94 -2.26 -2.75
```

=====

The following is a DFT calculation (ωB97M-V/def2-TZVPD) of a single C7H11N2O4P molecule.

As for the HOMO energy: -9.31 eV.

Geometry as XYZ:
```
25
C7H11N2O4P | the Open Molecules 2025 dataset | ωB97M-V/def2-TZVPD
N 3.54 -1.10 -0.10
C 2.18 -0.56 -0.22
C 2.02 0.60 0.75
C 0.61 1.23 0.83
C -0.34 0.92 -0.28
C -1.55 0.35 -0.23
P -2.46 -0.20 1.29
N -2.53 -1.88 1.12
O -4.01 0.06 0.79
C -2.05 0.27 -1.63
O -2.93 -0.38 -2.09
O -1.23 1.06 -2.43
C -0.08 1.31 -1.71
O 0.89 1.77 -2.21
H 3.84 -1.12 0.87
H 3.60 -2.04 -0.48
H 1.41 -1.32 -0.01
H 2.06 -0.20 -1.24
H 2.25 0.22 1.75
H 2.76 1.36 0.52
H 0.69 2.32 0.91
H 0.13 0.90 1.75
H -1.64 -2.34 1.27
H -2.96 -2.20 0.25
H -4.18 0.98 0.56
```

=====

The following is a DFT calculation (ωB97M-V/def2-TZVPD) of a single C4H5NO2 molecule.

As for the HOMO energy: -9.14 eV.

Geometry as XYZ:
```
12
C4H5NO2 | the Open Molecules 2025 dataset | ωB97M-V/def2-TZVPD
O -1.54 -1.93 0.25
C -0.57 -1.14 -0.17
C -0.49 0.04 0.70
C 0.98 0.40 0.91
N 0.17 1.16 0.03
C 0.37 1.08 -1.36
O 1.46 1.14 -1.88
H -1.53 -2.69 -0.36
H -1.22 0.29 1.47
H 1.71 -0.27 0.46
H 1.25 0.86 1.85
H -0.58 1.05 -1.91
```

=====

Summary of ΔE to the lowest compared entry with this formula, charge and spin in eV
0.7845 3.6636 0.2613 36.7316 3.0721 0.0000 3.8211
(order as listed above)